Below is a cluster of 3 separate species, C24H31N3O4 in total, with properties calculated with the ωB97M-V functional and the def2-TZVPD basis.

Geometry as XYZ:
```
62
Properties=species:S:1:pos:R:3:forces:R:3:mulliken_charge:R:1
O 12.69114 0.93527 -15.61406 0.096 -3.991 1.776 -0.7488
C 12.64327 -0.26526 -15.19740 -0.807 2.221 -0.909 0.3147
C 12.61974 -0.63960 -13.71822 1.087 -0.948 -0.610 0.1869
C 12.76382 0.33372 -12.73263 -0.659 -0.341 1.368 -0.3583
C 12.65942 -0.00479 -11.35516 0.820 -0.862 -2.363 -0.5125
C 12.49926 -1.38039 -10.98260 0.442 3.149 0.551 -0.4696
C 12.47517 -2.34037 -11.94086 0.470 -0.850 -2.483 -0.5622
C 12.63009 -2.01058 -13.32759 -1.312 0.484 -0.426 0.2806
C 12.59217 -3.13802 -14.40844 0.072 0.397 0.532 0.4524
O 12.69391 -4.29258 -14.05864 -0.077 0.242 -0.136 -0.6463
C 12.43825 -2.77041 -15.88700 0.631 -0.111 1.040 0.6593
C 12.40946 -3.80591 -16.87895 -0.028 2.039 -0.099 -0.9477
C 12.27515 -3.38511 -18.20176 0.187 0.397 0.484 -0.2429
C 12.18989 -2.01574 -18.55812 0.284 -1.385 0.641 -0.8228
C 12.31003 -1.04713 -17.58372 -0.564 0.066 0.983 -0.4873
C 12.44411 -1.39721 -16.20329 0.113 -0.257 -1.331 0.5405
H 12.93114 1.36229 -13.01626 -0.101 0.069 -0.113 0.4429
H 12.91055 0.82016 -10.70494 -0.437 -0.319 0.637 0.3707
H 12.49914 -1.51912 -9.91155 -0.247 -0.734 -0.013 0.3678
H 12.39374 -3.40023 -11.74993 0.022 -0.044 0.347 0.4590
H 12.55336 -4.85086 -16.64707 -0.205 0.085 0.340 0.4477
H 12.26695 -4.10453 -19.00721 -0.060 -0.185 0.031 0.3886
H 12.08020 -1.86027 -19.62122 -0.080 0.691 0.060 0.3810
H 12.16181 0.00251 -17.79031 0.333 0.080 -0.245 0.3920
C 14.68270 8.80477 -14.68335 0.399 -0.649 -0.959 -1.7230
C 13.14128 8.71798 -14.42642 2.383 -3.254 0.052 1.4926
C 12.50368 7.55357 -15.24084 0.764 0.208 -1.000 -2.2516
C 13.08201 8.32087 -12.93066 -0.885 0.134 -1.049 -1.0036
C 13.34407 9.49851 -12.09194 -0.465 1.997 1.213 -0.6821
C 12.34969 10.64799 -12.38026 0.492 -0.363 -2.505 -1.1178
C 12.38516 11.14122 -13.90534 1.622 -0.958 0.621 1.2142
C 11.07422 11.90981 -14.19676 -0.264 -1.595 -0.471 -1.7495
C 13.61986 12.02267 -14.06121 -0.059 0.878 1.089 -1.6618
N 12.67703 9.95760 -14.79385 -3.988 3.332 1.648 0.4720
O 12.70110 10.31964 -16.14171 0.180 -0.377 0.027 -0.4618
H 14.80987 9.07255 -15.73226 0.175 0.317 0.002 0.3727
H 15.15496 9.55337 -14.04721 -0.234 0.106 -0.199 0.3640
H 15.28878 7.90807 -14.55417 -0.327 -0.448 0.154 0.4325
H 13.04444 6.61470 -15.12165 -0.133 -0.077 0.580 0.3772
H 11.43052 7.37949 -15.16257 -0.003 0.178 0.700 0.4606
H 12.64884 7.71782 -16.30858 0.115 0.417 -0.197 0.4598
H 12.11037 7.91103 -12.65492 -0.148 -0.189 -0.150 0.3720
H 13.84894 7.55379 -12.82343 -0.236 -0.102 0.192 0.4478
H 13.09831 9.30644 -11.04752 0.771 -0.377 0.260 0.3427
H 14.36519 9.85872 -12.21705 0.034 -0.051 0.396 0.3406
H 12.57857 11.54614 -11.80665 -0.338 -0.232 0.364 0.4727
H 11.35697 10.23045 -12.21212 -0.177 0.370 0.330 0.3627
H 10.85662 11.91297 -15.26482 0.264 0.479 -0.124 0.3725
H 10.95979 12.90879 -13.77600 0.511 -0.069 -0.020 0.3304
H 10.26928 11.29458 -13.79467 -0.207 0.062 0.196 0.3985
H 13.77452 12.44723 -15.05315 -0.120 -0.154 0.050 0.3196
H 14.52246 11.52088 -13.71245 -0.034 -0.263 -0.391 0.3784
H 13.51081 12.81331 -13.31885 0.002 0.647 -0.250 0.4683
H 11.78462 10.16751 -16.38360 -0.101 0.016 -0.567 0.3563
N 12.59247 3.05931 -17.63459 1.111 -4.158 0.333 -0.3162
C 11.93371 4.10203 -17.26519 -1.418 2.990 0.322 0.6956
N 12.26531 5.16183 -18.01018 -0.028 3.655 -1.641 -0.4262
O 11.12556 4.18326 -16.34966 0.088 -0.375 0.160 -0.6785
H 12.43298 2.34026 -16.94348 0.634 -0.884 -0.560 0.3234
H 13.12406 2.94663 -18.48595 -0.206 0.056 0.533 0.1889
H 11.77032 6.03779 -17.92196 -0.177 -0.425 0.439 0.2352
H 12.90851 5.21639 -18.78698 0.020 -0.735 0.359 0.1351
```
Positions in Å, forces in eV/Å.

Output
- net charge = 0
- molar mass (g/mol) = 425.5
- frontier orbital gap (eV) = 6.26